1.
Below is 2 unconnected molecules or ions with the total composition C8H22B3NO4S, with properties calculated with ωB97M-V/def2-TZVPD.

- E_HOMO: -8.01 eV
- LUMO level: 0.403 eV
- SMILES: CCOB1OBOB(S)O1.CCN(CC)CC
- Maximum force: 0.69 eV/Å
- Frontier orbital gap: 8.410 eV

Structure (XYZ):
```
39
C8H22B3NO4S ωB97M-V/def2-TZVPD
C 0.80363 -0.85695 3.82826
C 0.12916 0.47479 3.55956
O -0.63005 0.47280 2.34556
B -1.80093 -0.20657 2.27137
O -1.85853 -1.52192 1.82830
B -3.10485 -2.10231 1.78302
O -3.99282 -1.77514 2.79222
B -3.88838 -0.48709 3.28155
S -4.81136 0.12890 4.69812
O -3.00630 0.37087 2.64980
H 1.18168 -0.86851 4.85196
H 1.64424 -1.01462 3.15348
H 0.10932 -1.68970 3.71725
H -0.51228 0.77310 4.39585
H 0.87658 1.25828 3.43894
H -3.43522 -2.81054 0.89133
H -5.31136 -1.06377 5.04288
C 1.98457 -0.64872 -4.56241
C 0.98642 -0.45980 -3.43095
N 1.61666 -0.14476 -2.16055
C 0.71182 -0.24046 -1.02726
C -0.46394 0.73952 -0.95318
C 2.50776 1.00464 -2.16693
C 1.92981 2.35754 -2.60352
H 2.72814 -1.40164 -4.29745
H 1.46364 -0.97904 -5.46193
H 2.50622 0.27639 -4.80988
H 0.43626 -1.39365 -3.28434
H 0.23901 0.28880 -3.74059
H 1.30636 -0.14616 -0.11458
H 0.31255 -1.25937 -1.02116
H -0.14901 1.74063 -0.66283
H -1.16126 0.38910 -0.19318
H -1.00669 0.80752 -1.89716
H 3.35508 0.76915 -2.81468
H 2.92489 1.09191 -1.16039
H 1.31192 2.25914 -3.49764
H 2.74294 3.04570 -2.84203
H 1.32434 2.82194 -1.82682
```

---

2.
Below is 3 unconnected molecules or ions with the total composition C8H22BFO12S3, with properties calculated with ωB97M-V/def2-TZVPD.

- E_HOMO: -10.66 eV
- LUMO level: 0.219 eV
- Maximum force: 0.72 eV/Å
- Frontier orbital gap: 10.875 eV
- Energy relative to the best compared isomer or geometry (same formula, charge and spin): 0.0 kJ/mol

Structure (XYZ):
```
47
C8H22BFO12S3 ωB97M-V/def2-TZVPD
O -4.27348 -0.89392 -2.11263
S -3.12514 -1.48931 -1.48754
O -1.82196 -1.01786 -2.32863
C -1.85983 -1.33306 -3.72434
C -1.11371 -0.23206 -4.44633
F 0.07761 0.04918 -3.79147
O -2.77581 -0.53626 -0.13698
O -1.63062 0.31903 -0.26043
B -1.98293 1.63763 -0.47138
O -3.24067 2.12155 -0.25454
O -0.96606 2.47088 -0.87766
H -2.88028 -1.32738 -4.10858
H -1.41250 -2.31046 -3.89985
H -1.71766 0.67590 -4.43605
H -0.89614 -0.52171 -5.47227
H -3.50487 2.68841 -0.97908
H -0.42112 2.03153 -1.53677
O 5.18022 -1.04336 -3.60937
S 5.42036 -0.45599 -2.32665
O 5.43307 -1.28240 -1.16134
O 4.40599 0.74680 -2.12046
C 2.99695 0.47351 -2.31119
C 2.37660 -0.27981 -1.15227
C 6.89455 0.50217 -2.37093
H 2.85854 -0.05490 -3.25478
H 2.53911 1.45515 -2.41369
H 2.77940 -1.28786 -1.06987
H 1.29814 -0.35184 -1.29973
H 2.57208 0.23418 -0.21151
H 6.87052 1.14566 -3.24539
H 7.72136 -0.20141 -2.43360
H 6.95967 1.08072 -1.45390
O -0.15556 -0.44348 4.94783
S -1.46273 -0.98219 5.16509
O -1.94946 -2.02563 4.31865
O -2.50734 0.21309 5.19576
C -2.49807 1.13750 4.08128
C -3.13121 0.56564 2.83058
C -1.63883 -1.47328 6.84473
H -1.47334 1.46539 3.90024
H -3.06026 1.99777 4.43828
H -2.54753 -0.26079 2.43203
H -3.20579 1.33744 2.06731
H -4.13186 0.19105 3.04609
H -1.29040 -0.66857 7.48534
H -1.02539 -2.36170 6.97507
H -2.68361 -1.70492 7.03096
```

---

3.
Below is 2 unconnected molecules or ions with the total composition C8H22BN3O5, with properties calculated with ωB97M-V/def2-TZVPD.

- E_HOMO: -6.79 eV
- LUMO level: -0.108 eV
- Maximum force: 3.77 eV/Å
- Frontier orbital gap: 6.684 eV

Structure (XYZ):
```
39
C8H22BN3O5 ωB97M-V/def2-TZVPD
C 4.37025 1.68184 -0.75282
C 4.01659 2.36199 -2.14330
O 2.72425 1.99784 -2.64235
B 1.67060 2.78185 -2.10725
O 1.80926 4.18448 -1.91762
C 0.28335 1.98367 -1.78797
N 0.46320 0.50748 -1.77436
N 1.06347 0.04971 -0.58323
C -0.49823 2.55591 -0.54299
O -1.25426 1.79227 0.12816
O -0.45226 3.79513 -0.18372
H 4.21306 0.57328 -0.91893
H 5.46427 1.78839 -0.50562
H 3.69758 2.06362 0.05621
H 4.76767 1.93637 -2.87575
H 4.21947 3.46203 -2.10694
H 2.05531 4.32665 -0.98206
H -0.37392 2.19302 -2.69187
H 0.94906 0.18073 -2.61071
H 2.06378 0.28630 -0.52709
H 1.03574 -0.97545 -0.65063
C -0.82999 -1.68744 1.37440
C -2.06099 -1.37915 2.21006
C -2.85770 -2.62250 2.61580
O -3.59024 -3.12729 1.50611
C -2.92285 -4.15235 0.76819
N -2.96935 -0.51994 1.39175
H -1.08170 -1.98890 0.35602
H -0.19875 -0.79784 1.29095
H -0.23549 -2.47932 1.83407
H -1.77541 -0.80220 3.09158
H -3.60498 -2.32678 3.36012
H -2.22899 -3.38429 3.08191
H -2.20752 -4.70694 1.37821
H -2.41421 -3.71053 -0.09104
H -3.67627 -4.84388 0.39149
H -2.47835 0.23120 0.89768
H -3.71351 -0.10855 1.95854
H -3.44193 -1.12042 0.70500
```

---

4.
Below is a molecular structure, C8H22Br2FeN2O2, with properties calculated with ωB97M-V/def2-TZVPD.

- E_HOMO (spin up / spin down): -2.87 / -9.32 eV
- LUMO level (spin up / spin down): 0.856 / -3.276 eV
- Maximum force: 3.18 eV/Å
- Frontier orbital gap (spin up / spin down): 3.729 / 6.043 eV
- <S²>: 20.010
- Spin multiplicity: 9

Structure (XYZ):
```
37
C8H22Br2FeN2O2 ωB97M-V/def2-TZVPD
Fe -15.12103 28.68474 20.41637
Br -11.86005 27.00226 20.84197
Br -15.18024 30.58361 17.34799
C -18.07900 32.24259 23.06457
C -16.94826 31.62589 22.29159
C -15.63147 31.53870 23.14949
O -14.61082 31.05682 22.30329
C -13.55114 32.06176 22.07476
N -17.36398 30.32495 21.90004
H -18.02032 33.32786 23.14733
H -18.15184 31.83795 24.07405
H -19.07283 31.95540 22.72117
H -16.87209 32.20360 21.37041
H -15.82660 30.98989 24.07081
H -15.40375 32.52274 23.55926
H -12.89476 32.38004 22.88468
H -13.91458 33.04275 21.76870
H -12.89660 31.65660 21.30305
H -18.17436 30.59434 21.36076
H -17.79172 29.89483 22.70759
C -18.05046 23.96564 19.85546
C -17.51887 25.22105 20.71195
C -16.76694 24.71879 21.96116
O -16.23113 25.88894 22.63790
C -15.64645 25.52772 23.87623
N -16.66088 26.01661 19.76693
H -17.27530 23.34283 19.40900
H -18.71929 24.22024 19.03329
H -18.69052 23.36893 20.50533
H -18.37045 25.81474 21.04423
H -17.35432 24.05574 22.59633
H -15.87888 24.12235 21.75207
H -14.74994 24.96683 23.61211
H -16.29744 25.09948 24.63842
H -15.41210 26.41002 24.47181
H -17.19689 26.33717 18.97319
H -15.99051 25.47026 19.24520
```

---

5.
Below is a molecular structure, C8H22BrCl2HfN4O18, with properties calculated with ωB97M-V/def2-TZVPD.

- E_HOMO: -6.20 eV
- LUMO level: -4.676 eV
- Maximum force: 4.08 eV/Å
- Frontier orbital gap: 1.525 eV
- Net charge: -1

Structure (XYZ):
```
56
C8H22BrCl2HfN4O18 ωB97M-V/def2-TZVPD
Hf -0.59760 -0.03368 0.91801
Cl 4.86805 -1.09532 4.06966
O 3.72975 -0.85772 3.19751
O 5.50883 0.16691 4.28218
O 4.41268 -1.57823 5.31944
O 5.73809 -2.04015 3.42078
Cl -4.48959 4.82603 0.54701
O -5.83824 4.88236 -0.00246
O -4.08808 3.43010 0.73564
O -3.56753 5.44929 -0.31383
O -4.47568 5.43878 1.85003
C -5.93990 -4.56953 -0.33740
C -4.57822 -4.21710 -0.98174
O -3.94017 -3.16732 -0.30180
H -5.86389 -4.70007 0.74208
H -6.39489 -5.43032 -0.82744
H -6.66429 -3.76336 -0.45340
H -4.91817 -3.96425 -1.98604
H -3.96223 -5.11531 -1.02512
C 2.62978 5.15959 -2.42817
C 3.05073 4.05743 -1.47422
O 1.98873 3.21563 -1.23077
H 2.62590 4.85204 -3.47388
H 3.32027 6.00136 -2.48053
H 1.68336 5.61218 -2.13230
H 3.58977 4.42713 -0.60194
H 3.92614 3.68006 -2.00275
Br -1.72061 -1.32223 5.09447
C 1.74293 -6.48752 3.91327
N 0.96630 -6.19097 2.69536
O 0.85032 -5.05245 2.27020
O 0.44267 -7.13487 2.04978
H 1.05416 -6.10463 4.66632
H 2.65575 -5.89363 3.95962
H 1.97350 -7.54794 4.01551
C -1.94705 2.28031 -5.68175
N -2.67280 1.37639 -4.77897
O -3.73275 0.86540 -5.16450
O -2.14987 1.10275 -3.73787
H -2.41412 2.27492 -6.66659
H -0.93642 1.87228 -5.69621
H -1.74709 3.31809 -5.41504
C 0.66445 6.44916 3.33258
N 0.52352 5.17413 4.06633
O 0.76359 5.17453 5.23107
O 0.20600 4.16355 3.43226
H 0.12004 7.21159 3.88974
H 0.25703 6.43067 2.32175
H 1.68501 6.83194 3.33815
C 3.60371 -4.64963 -2.75317
N 2.51939 -3.68059 -3.03683
O 2.01482 -3.63609 -4.11287
O 2.12155 -2.94599 -2.14620
H 4.13527 -4.56387 -3.70089
H 3.12748 -5.61241 -2.56775
H 4.13963 -4.36941 -1.84632
```

---

6.
Below is 4 unconnected molecules or ions with the total composition C8H22ClO4, with properties calculated with ωB97M-V/def2-TZVPD.

- E_HOMO: -3.79 eV
- LUMO level: 2.812 eV
- Maximum force: 3.21 eV/Å
- Frontier orbital gap: 6.597 eV
- Net charge: -1

Structure (XYZ):
```
35
C8H22ClO4 ωB97M-V/def2-TZVPD
Cl 5.22588 -18.92062 22.28720
C 10.28416 -15.71386 23.57283
C 10.22612 -15.24798 22.13074
C 11.58437 -14.71479 21.77889
O 9.90819 -16.39355 21.36915
H 9.25896 -15.70433 23.94291
H 10.72608 -14.98345 24.25054
H 10.65617 -16.73357 23.67234
H 9.52320 -14.41534 22.15762
H 11.72075 -14.40747 20.74204
H 12.37942 -15.38216 22.11145
H 11.74314 -13.81788 22.37761
H 9.00604 -16.51429 21.67438
C 3.07206 -16.65356 27.57370
C 2.80120 -18.05622 28.17649
C 1.34393 -18.37665 27.97845
O 3.74501 -18.95792 27.53135
H 4.13539 -16.41551 27.54588
H 2.64395 -15.91903 28.25581
H 2.64227 -16.54772 26.57762
H 2.95938 -18.04177 29.25485
H 1.34064 -19.40897 28.32833
H 1.04134 -18.14201 26.95791
H 0.83389 -17.79997 28.75006
H 3.74973 -18.68390 26.61130
C 7.35789 -23.27101 27.16963
C 8.20250 -24.41646 27.66929
O 8.03585 -25.37902 26.61164
O 7.81672 -22.66770 25.95356
H 7.38333 -22.53146 27.96995
H 6.30506 -23.54889 27.21906
H 7.97731 -24.90032 28.61970
H 9.27911 -24.24658 27.68170
H 8.07124 -24.87460 25.79560
H 7.39161 -21.81601 25.82897
```

---

7.
Below is a molecular structure, C8H22CrFIN2O2, with properties calculated with ωB97M-V/def2-TZVPD.

- E_HOMO (spin up / spin down): -6.82 / -7.69 eV
- LUMO level (spin up / spin down): 0.602 / 0.597 eV
- Maximum force: 2.78 eV/Å
- Frontier orbital gap (spin up / spin down): 7.418 / 8.289 eV
- <S²>: 6.012
- Energy relative to the best compared isomer or geometry (same formula, charge and spin): 87.0 kJ/mol
- Spin multiplicity: 5

Structure (XYZ):
```
37
C8H22CrFIN2O2 ωB97M-V/def2-TZVPD
Cr -0.13080 0.33065 -0.20123
I -1.54868 2.19062 -1.68184
F 1.01761 -1.12039 0.84287
C 3.19079 -0.17231 -3.07956
C 1.78643 -0.04999 -2.43631
C 1.07783 -1.39638 -2.28688
O -0.27033 -1.13126 -1.90497
C -1.02261 -2.32587 -1.85365
N 1.84210 0.72232 -1.16903
H 3.11181 -0.10818 -4.16122
H 3.75988 -1.01278 -2.67234
H 3.82621 0.65695 -2.75234
H 1.27153 0.61353 -3.13328
H 1.54805 -2.10645 -1.60264
H 1.18905 -1.85207 -3.27856
H -0.77638 -3.04325 -1.06632
H -1.01294 -2.87940 -2.79834
H -2.04842 -1.97086 -1.72735
H 2.67781 0.38052 -0.68156
H 2.22181 1.65959 -1.31410
C -3.16301 -0.12326 3.06563
C -2.19634 0.40512 2.02246
C -0.92889 1.04116 2.61723
O -0.10419 1.59413 1.62404
C 1.03518 2.26243 2.05619
N -1.86447 -0.57118 0.92716
H -3.27811 0.61371 3.86066
H -2.79534 -1.02667 3.56205
H -4.09948 -0.38051 2.57418
H -2.70878 1.23650 1.53215
H -0.37568 0.62667 3.46593
H -1.42262 1.90779 3.09875
H 1.72219 2.42982 1.22229
H 1.64203 1.68149 2.75887
H 0.88872 3.27467 2.44787
H -1.37100 -1.27337 1.49198
H -2.69094 -1.08348 0.63120
```

---

8.
Below is a molecular structure, C8H22CsN2O10S2, with properties calculated with ωB97M-V/def2-TZVPD.

- E_HOMO (spin up / spin down): -0.14 / -0.10 eV
- LUMO level (spin up / spin down): 3.384 / 3.384 eV
- Maximum force: 4.62 eV/Å
- Frontier orbital gap (spin up / spin down): 3.523 / 3.488 eV
- <S²>: 0.761
- Net charge: -2
- Spin multiplicity: 2

Structure (XYZ):
```
45
C8H22CsN2O10S2 ωB97M-V/def2-TZVPD
Cs -0.81964 -0.32715 -1.83484
S -2.69003 -1.36557 -4.84907
O -3.50938 -0.41970 -4.12819
O -2.88889 -1.20117 -6.24764
O -1.32025 -1.22877 -4.52662
O -3.12516 -2.77260 -4.71291
S -4.14406 -0.80392 -0.38503
O -4.83613 -1.00249 -1.66054
O -5.10902 -0.59684 0.67578
O -3.31206 -1.98852 -0.21443
O -3.27718 0.33920 -0.46054
C -2.29171 -1.62791 3.21480
C -0.82786 -1.45568 2.74745
C 0.25007 -2.18970 3.51250
O -0.06781 -1.94366 4.84673
C 0.30563 -2.96273 5.80370
N -0.76121 -1.80104 1.35584
H -2.48820 -1.25227 4.21899
H -2.57765 -2.67756 3.28236
H -2.96375 -1.10812 2.53196
H -0.55858 -0.40542 2.85938
H 1.27981 -1.89386 3.31193
H 0.36351 -3.21753 3.16783
H 0.83615 -3.83911 5.43141
H -0.60784 -3.25533 6.32144
H 0.81746 -2.52369 6.66007
H -0.97419 -2.78677 1.41128
H -1.48571 -1.40957 0.77108
C 1.12568 2.27504 -3.43432
C 2.19773 1.95364 -2.38745
C 3.01691 3.21619 -2.02076
O 4.27441 2.88519 -1.45800
C 4.95182 4.01024 -0.86929
N 1.53232 1.45440 -1.19037
H 1.52399 2.70863 -4.35162
H 0.28327 2.91608 -3.17448
H 0.64470 1.30770 -3.57928
H 2.89831 1.21613 -2.77908
H 2.58076 3.92183 -1.31369
H 3.16037 3.74232 -2.96453
H 5.20485 4.81604 -1.55832
H 5.93826 3.57517 -0.70879
H 4.29220 4.30319 -0.05248
H 0.90517 2.11995 -0.76161
H 2.25272 1.29589 -0.50044
```